139
Properties=species:S:1:pos:R:3:forces:R:3:lowdin_charge:R:1 method="wB97M-V/def2-TZVPD" e_tot_ev=-897086.923 spin_multiplicity=1 max_force_ev_per_a=3.3
C 1.117485 -0.556992 -3.930937 -1.345 0.462 -0.650 -0.27
C -0.214175 -0.229328 -3.210548 0.094 -0.031 -0.209 -0.23
C -0.222453 -0.647472 -1.706981 -1.035 -0.654 -0.115 -0.24
C -0.506648 0.479495 -0.668526 0.051 0.069 -0.857 -0.21
O -1.874481 0.435783 -0.223331 0.275 0.200 0.216 -0.03
C -2.029221 0.137404 1.115540 -0.277 -0.120 0.198 -0.44
O -1.463860 -1.099390 1.453830 -0.258 -0.253 -0.215 -0.11
C -2.292170 -2.221148 1.109989 -0.202 0.102 -0.385 -0.18
C -1.949873 -3.451501 1.971462 0.076 -0.127 0.446 -0.20
C -0.667765 -3.324405 2.837259 0.141 0.023 -0.313 -0.11
O -1.411634 1.130864 1.907014 -0.142 -0.327 0.005 -0.02
C -0.879354 0.737403 3.158707 0.300 -0.096 0.342 -0.31
C -0.362609 1.997820 3.893462 -0.575 -0.254 0.314 -0.11
N 0.200591 3.053372 3.046242 0.060 0.425 0.681 -0.09
C 1.616486 3.213328 3.337175 0.341 0.190 -0.478 -0.24
O 2.266085 1.984898 3.096184 0.008 0.283 0.209 -0.13
C 3.561246 1.926190 3.690317 0.213 0.139 0.064 -0.23
C 4.341041 0.770541 3.051421 -0.163 0.415 0.315 -0.23
C 4.931285 1.170096 1.684392 0.111 -0.247 -0.233 -0.10
C -0.453746 4.352331 3.292261 0.106 0.124 -0.104 -0.12
C -1.708982 4.565659 2.423277 -0.110 -0.247 0.061 -0.22
O -2.863510 3.915471 2.932454 0.436 0.120 -0.027 -0.05
C -2.025353 6.082566 2.210869 -0.180 0.343 -0.004 -0.51
F -2.336101 6.354479 0.922841 0.067 -0.165 0.522 0.10
F -3.085241 6.483112 2.964762 0.772 -0.201 -0.336 0.09
F -0.983718 6.903450 2.535400 -0.596 -0.439 -0.191 0.11
C -1.872393 -0.071982 4.053116 0.410 -0.522 -0.017 -0.66
Br -3.642136 0.736622 4.188032 0.137 0.041 0.038 0.80
C -1.268246 -0.425804 5.437262 0.356 0.412 -0.182 -0.73
C -1.407010 0.599939 6.589877 0.389 0.009 0.120 -0.16
Br -1.962053 -2.169559 6.014882 -0.196 0.135 0.078 0.71
H 1.227569 0.046379 -4.854296 -0.088 -0.141 0.371 0.08
H 1.162334 -1.627020 -4.208414 -0.414 1.004 -0.324 0.01
H 1.978135 -0.340165 -3.269635 -2.786 0.028 -1.856 -0.16
H -1.027260 -0.751168 -3.747420 0.283 0.387 0.314 0.05
H -0.413344 0.847394 -3.333737 0.052 -0.378 0.307 0.03
H 0.736589 -1.151377 -1.449727 -2.063 0.029 -0.613 -0.03
H -1.022210 -1.403612 -1.571097 0.322 0.360 0.015 0.09
H -0.360158 1.475834 -1.133622 -0.027 -0.448 0.222 0.11
H 0.190072 0.433442 0.186226 -0.647 -0.051 -0.113 0.06
H -3.125478 0.121001 1.294320 0.486 0.061 -0.057 0.15
H -3.352906 -1.945074 1.284140 0.437 -0.040 -0.156 0.13
H -2.181676 -2.432259 0.026819 0.007 0.094 0.549 0.08
H -2.798982 -3.625005 2.662245 0.413 -0.051 -0.307 0.11
H -1.881592 -4.343305 1.319488 0.003 0.434 0.290 0.11
H -0.829788 -2.635028 3.687640 0.238 -0.402 -0.647 -0.01
H 0.209043 -2.977596 2.243957 -0.606 -0.230 0.379 0.09
H -0.427887 -4.310676 3.270957 -0.064 0.391 -0.162 0.08
H -0.026945 0.038955 2.999001 -0.394 0.352 0.026 0.16
H -1.208501 2.412589 4.478988 0.396 -0.160 -0.381 0.10
H 0.404569 1.655437 4.618035 -0.376 0.142 -0.259 0.13
H 2.030059 3.989756 2.652490 -0.207 -0.312 0.380 0.13
H 1.792962 3.556347 4.389826 -0.037 -0.286 -0.287 0.14
H 3.473057 1.827144 4.795622 -0.071 -0.114 -0.474 0.12
H 4.103866 2.879999 3.504372 -0.227 -0.373 0.074 0.12
H 3.634960 -0.078149 2.950713 0.507 0.267 0.142 0.11
H 5.145777 0.497197 3.758281 -0.407 -0.006 -0.383 0.05
H 5.962172 0.787954 1.566139 -0.440 0.220 0.043 0.08
H 4.342673 0.750435 0.858267 0.164 0.248 0.264 0.00
H 4.947076 2.266677 1.557206 0.080 -0.422 0.067 0.08
H 0.275930 5.157005 3.089829 -0.350 -0.426 -0.054 0.12
H -0.738093 4.458415 4.365651 0.108 0.031 -0.395 0.15
H -1.533557 4.093564 1.438264 -0.016 0.431 0.400 0.17
H -2.999852 4.175253 3.856012 0.010 0.027 -0.246 0.09
H -2.055194 -1.022470 3.530682 -0.002 0.635 0.320 0.04
H -0.193208 -0.623747 5.258950 -0.560 -0.012 0.055 0.10
H -1.878394 0.140781 7.471322 0.043 0.250 -0.411 0.05
H -0.401233 0.937512 6.908224 -0.475 -0.138 -0.186 0.08
H -1.980451 1.487744 6.287119 0.091 -0.421 0.146 0.04
C -6.740123 6.657961 2.776264 0.013 -0.031 0.000 -2.06
Cl -6.361184 7.437722 4.319269 -0.001 -0.025 -0.033 0.52
Cl -5.933183 7.526230 1.467237 -0.017 -0.031 0.016 0.53
Cl -6.183943 4.981562 2.810531 0.007 0.073 -0.021 0.54
Cl -8.489245 6.695460 2.514436 0.024 0.000 0.014 0.52
C 3.289719 -0.835427 -1.840022 0.422 -0.222 0.768 -1.82
Cl 4.778278 -1.367162 -1.027541 -0.190 0.247 -0.179 0.52
Cl 2.530315 -2.227057 -2.621832 1.916 -2.084 1.735 0.64
Cl 2.192237 -0.157599 -0.625099 2.690 0.725 0.726 0.74
Cl 3.629837 0.403394 -3.046606 2.379 0.924 0.584 0.64
C -1.855428 3.414549 -4.691347 -0.034 -0.112 0.049 -2.00
Cl -2.324304 2.893649 -3.071196 0.065 0.125 0.112 0.57
Cl -2.887564 2.568077 -5.848934 0.099 0.117 -0.092 0.48
Cl -2.068660 5.158951 -4.857543 -0.010 -0.071 -0.015 0.54
Cl -0.163015 2.998733 -4.997328 -0.530 -0.514 -0.896 0.50
C -7.252649 2.896967 -6.386861 0.019 -0.016 -0.031 -2.05
Cl -6.581780 1.666098 -7.469195 -0.004 0.019 0.014 0.50
Cl -7.452273 4.413585 -7.273219 0.003 -0.039 0.016 0.52
Cl -8.822489 2.357560 -5.780190 0.044 0.008 -0.019 0.53
Cl -6.143598 3.143342 -5.038367 -0.149 0.036 0.066 0.51
C 8.045399 -0.637919 -4.586668 -0.138 0.066 0.041 -2.04
Cl 7.760010 -1.812065 -5.880097 0.045 0.058 0.147 0.53
Cl 6.875761 -0.854695 -3.287324 0.162 -0.319 0.011 0.49
Cl 9.689042 -0.820837 -3.959028 -0.131 0.036 -0.101 0.53
Cl 7.799479 0.995119 -5.212463 0.308 0.036 -0.276 0.49
C 6.211735 -1.739628 6.130149 -0.004 -0.045 0.012 -2.05
Cl 5.552720 -2.316441 4.595272 0.016 -0.016 0.037 0.53
Cl 5.849769 -2.909612 7.402570 0.011 0.021 -0.026 0.53
Cl 7.961344 -1.544182 5.982639 -0.039 0.004 0.001 0.53
Cl 5.480436 -0.181800 6.546840 0.006 -0.029 0.000 0.53
C 1.235490 5.708492 -1.969291 0.095 -0.049 0.025 -2.02
Cl 2.027226 5.440019 -0.409438 0.027 0.017 0.125 0.51
Cl 1.313577 4.222106 -2.922287 0.305 0.578 0.705 0.48
Cl -0.456606 6.146414 -1.702540 0.175 -0.026 0.028 0.54
Cl 2.070780 7.005323 -2.831063 -0.198 0.038 0.015 0.52
C 5.925502 5.453656 -4.261788 -0.127 -0.010 -0.054 -2.04
Cl 6.468460 3.812658 -4.617605 0.051 0.050 0.000 0.49
Cl 5.134009 5.447137 -2.686438 0.116 0.049 0.085 0.50
Cl 7.302649 6.563403 -4.251143 -0.104 -0.101 0.014 0.53
Cl 4.761996 5.960781 -5.498164 0.062 0.025 0.051 0.52
C -3.209258 -1.128950 -9.076205 -0.045 -0.010 -0.003 -2.05
Cl -2.904605 0.254372 -8.020754 0.046 -0.116 -0.071 0.49
Cl -2.522222 -0.819994 -10.673504 -0.014 -0.009 0.044 0.53
Cl -2.462359 -2.573866 -8.380437 -0.015 0.027 -0.016 0.51
Cl -4.954103 -1.382869 -9.222334 0.032 0.002 0.010 0.52
C -0.154008 -4.034870 9.447161 0.002 -0.002 -0.005 -2.06
Cl 0.106298 -4.684184 7.825425 0.020 0.010 0.050 0.50
Cl -0.299239 -2.274887 9.371749 0.044 -0.028 0.036 0.50
Cl -1.637609 -4.716357 10.122688 0.025 0.014 -0.014 0.52
Cl 1.216803 -4.464815 10.479096 -0.026 0.003 -0.014 0.52
C -1.836298 -4.319414 -3.522785 -0.066 0.036 -0.078 -2.02
Cl -2.104785 -5.875950 -4.306161 0.104 0.000 0.176 0.50
Cl -3.020960 -4.091745 -2.229302 0.033 -0.024 -0.029 0.55
Cl -0.205556 -4.261281 -2.842239 -0.031 -0.013 0.024 0.54
Cl -2.025404 -3.030138 -4.719499 -0.017 -0.090 -0.022 0.55
C -5.308866 -7.353827 -7.156625 -0.012 0.008 -0.009 -2.05
Cl -4.377384 -5.883902 -6.859068 -0.092 0.004 -0.111 0.50
Cl -4.214680 -8.632415 -7.710274 -0.109 0.064 -0.121 0.50
Cl -6.097091 -7.856965 -5.658138 0.015 -0.015 -0.025 0.52
Cl -6.531781 -7.056349 -8.396213 0.045 0.017 0.033 0.53
C -2.026839 -10.018804 -3.560181 0.019 0.067 0.045 -2.05
Cl -2.650360 -9.197200 -4.996749 0.076 -0.132 0.098 0.47
Cl -1.725475 -11.716803 -3.942759 -0.007 0.036 0.011 0.53
Cl -0.520585 -9.250710 -3.044691 -0.031 -0.014 -0.014 0.52
Cl -3.219785 -9.906491 -2.260508 0.024 0.000 -0.025 0.53
C 5.352891 -5.579542 0.300438 0.027 -0.008 0.037 -2.05
Cl 6.569145 -4.497282 1.002116 -0.045 0.004 -0.027 0.51
Cl 6.144204 -6.709768 -0.802657 -0.019 0.022 0.021 0.53
Cl 4.557898 -6.476878 1.598470 0.002 0.007 -0.015 0.52
Cl 4.160666 -4.626040 -0.581192 -0.021 -0.153 0.013 0.49

=====

20
Properties=species:S:1:pos:R:3:forces:R:3:nbo_charge:R:1 method="wB97M-V/def2-TZVPD" de_lowest_ev=4.071 spin_multiplicity=1 max_force_ev_per_a=2.6
C -1.617441 -1.083818 0.640432 -0.263 2.228 -1.406 0.56
C -1.822605 0.735118 -0.363554 -0.987 -1.833 1.043 -0.89
O -1.103467 -1.900833 -0.311524 0.480 -0.488 -0.331 -0.74
O -0.957688 -0.879827 1.732809 1.424 0.848 0.827 -0.78
H -0.066485 -0.041584 1.569489 -1.374 -1.389 0.016 0.47
H -0.203912 -1.562800 -0.521748 -0.506 -0.157 0.097 0.48
H -2.682365 -1.279667 0.755213 0.080 -0.042 0.015 0.15
H -2.890150 0.519272 -0.332685 -0.155 0.219 -0.162 0.21
H -1.557316 0.766549 -1.418453 0.282 0.096 0.081 0.19
H -1.690843 1.664079 0.188653 0.246 0.004 -0.122 0.19
N 1.077533 -0.229573 -0.940051 -0.088 0.282 -0.088 -0.55
C 0.690589 0.971765 -0.260958 2.240 0.679 0.048 0.83
N 2.381496 -0.663444 -0.530384 -0.174 0.157 -0.015 -0.68
N 0.815868 0.796053 1.180148 -0.258 0.348 -0.312 -0.85
O 0.667908 2.065437 -0.779169 -0.680 -0.990 0.386 -0.56
H 0.997248 -0.060989 -1.940518 0.060 0.011 0.123 0.38
H 2.438314 -1.668439 -0.631269 -0.052 0.029 0.010 0.37
H 3.113308 -0.227655 -1.090411 -0.235 -0.049 0.065 0.36
H 1.724583 0.392940 1.409605 -0.102 -0.054 -0.166 0.43
H 0.685425 1.687415 1.644374 0.063 0.101 -0.108 0.42